i) Entry from OMol25: 14 unconnected molecules or ions with the total composition C6H38O14 (wB97M-V/def2-TZVPD).

gap between HOMO and LUMO	0.3714	hartree

Last column: Löwdin charge in e.
Geometry (Å):
O  -2.7524  1.0291  -0.6432  0.011
C  -2.5827  1.7236  0.3506  -0.169
C  -1.4108  1.3961  1.1872  -0.134
C  -0.7902  0.0060  1.0052  -0.321
C  -1.8204  -1.0342  1.2149  -0.083
C  -0.1019  -0.1137  -0.4512  -0.132
C  1.4596  -0.2384  -0.2420  -0.051
H  -3.3384  2.3202  0.8437  0.129
H  -1.5017  1.5270  2.2955  0.123
H  -0.5603  2.0394  0.9644  0.124
H  -0.0104  -0.1314  1.7828  0.097
H  -2.1031  -1.0022  2.2286  0.092
H  -2.6202  -0.8937  0.5407  0.010
H  -1.6072  -2.0327  0.8227  0.069
H  -0.2170  0.8008  -1.0646  0.076
H  -0.4613  -0.8001  -1.1972  0.066
H  2.0895  -0.1997  -1.1239  0.045
H  1.7765  0.4831  0.4034  0.015
H  1.7373  -1.0541  0.3864  0.055
H  -0.4688  -3.5397  -1.5675  0.041
H  -1.5137  -2.7000  -0.6813  0.068
O  -0.7419  -3.4311  -0.6671  -0.100
H  1.8596  -0.4191  3.1002  0.057
H  3.1332  0.3264  3.5730  0.065
O  2.3272  0.5106  3.0830  -0.111
H  -4.5495  -1.7325  0.1285  0.005
H  -4.8945  -0.2378  -0.3062  0.061
O  -4.7344  -0.8638  0.4420  -0.077
H  -2.9476  -2.3800  -2.1364  0.101
H  -2.5437  -0.9909  -1.4978  0.043
O  -3.0435  -1.8383  -1.2812  -0.141
H  0.6105  3.0232  3.9517  -0.002
H  0.8351  1.5630  3.5896  -0.028
O  0.4059  2.3467  3.3967  0.016
H  2.8688  2.0307  2.3187  0.001
H  2.5532  3.4257  1.9640  0.051
O  2.8743  2.6177  1.5451  -0.071
H  0.9725  -4.7294  1.2125  0.093
H  0.4646  -3.3539  0.5735  0.040
O  1.0527  -3.7344  1.3160  -0.117
H  2.6855  2.7241  -0.8710  0.019
H  4.1036  2.7670  -0.0999  0.099
O  3.6281  2.6450  -1.0124  -0.104
H  3.8983  1.3951  -2.3175  0.002
H  3.6968  -0.1786  -2.3854  0.083
O  3.6860  0.6680  -2.9099  -0.071
H  1.2346  -2.7661  2.6289  0.017
H  0.1873  -1.5698  2.7969  0.024
O  1.0746  -1.8714  2.9759  -0.057
H  -1.4353  -1.6271  -3.9761  -0.004
H  -1.8993  -0.1267  -3.6613  0.050
O  -1.8639  -1.1091  -3.3762  -0.062
H  2.0903  1.1424  -3.0662  0.008
H  1.2466  2.2742  -3.7007  0.086
O  1.2803  1.6770  -2.9219  -0.073
H  -0.3414  1.6283  -3.2484  0.050
H  -1.6752  1.2427  -2.6631  0.015
O  -1.3018  1.3671  -3.5528  -0.099

---

ii) Entry from OMol25: 14 unconnected molecules or ions with the total composition C6H38O14 (wB97M-V/def2-TZVPD).

gap between HOMO and LUMO	0.3529	hartree

Last column: Löwdin charge in e.
Geometry (Å):
C  -0.8057  -0.7129  -3.5406  -0.227
O  -2.0943  -1.2354  -3.8963  -0.081
C  -0.3765  -1.5807  -2.3322  -0.157
C  -0.6534  -0.9638  -0.9733  -0.169
C  -1.0512  -2.0605  -0.0059  -0.367
C  -0.1777  -2.7349  0.7372  0.027
C  -2.5214  -2.3269  0.0529  -0.041
H  -0.1339  -0.8336  -4.3995  0.113
H  -0.8624  0.3631  -3.3568  0.100
H  -2.4756  -0.6765  -4.5829  0.090
H  0.6567  -1.9338  -2.3789  0.080
H  -1.0010  -2.4579  -2.4944  0.117
H  -1.4302  -0.1930  -0.9834  0.106
H  0.1968  -0.3848  -0.5954  0.102
H  0.9014  -2.6736  0.7136  0.051
H  -0.6200  -3.5147  1.3504  0.074
H  -2.9508  -2.2408  -0.9406  0.079
H  -2.7738  -3.2758  0.5226  0.082
H  -2.9851  -1.5559  0.6783  0.089
H  1.3127  4.6411  -0.9592  0.058
H  1.4353  3.1568  -1.3273  0.003
O  1.9606  3.9624  -1.1668  -0.073
H  -0.7095  2.2090  -0.5772  0.024
H  -0.2051  1.6228  -1.9294  0.024
O  -0.0751  2.3326  -1.3028  -0.042
H  2.2349  0.1146  2.4003  0.045
H  1.7606  -1.1145  1.7667  0.005
O  2.1521  -0.8259  2.5962  -0.055
H  1.1415  -2.5188  3.7486  0.000
H  1.6608  -1.5746  4.8452  0.029
O  0.9999  -2.2329  4.6388  -0.048
H  2.7527  3.6167  1.8801  0.045
H  2.7813  3.4259  0.3126  0.024
O  2.6152  2.9761  1.1797  -0.078
H  3.5090  -3.4102  -0.4147  -0.025
H  4.0715  -2.9313  0.9456  0.016
O  3.9920  -3.7008  0.3821  -0.078
H  -0.5618  4.6999  1.8944  0.020
H  -1.4140  3.6345  1.3319  -0.025
O  -1.4387  4.5943  1.5200  -0.077
H  -0.8123  1.1292  1.7609  0.027
H  0.2750  2.0467  1.2901  0.048
O  -0.6924  1.9945  1.2966  -0.103
H  1.4399  -3.6040  -1.2483  0.061
H  2.3701  -3.1586  -2.4680  0.073
O  2.1895  -3.0685  -1.5306  -0.054
H  -1.1926  -0.3048  3.4444  0.076
H  0.1393  -0.6098  2.8825  0.017
O  -0.7488  -0.3466  2.5954  -0.032
H  -3.0696  2.1109  1.1832  0.049
H  -3.7704  2.7326  0.0766  0.065
O  -3.1717  1.9852  0.2301  -0.054
H  -3.9596  0.2418  -2.3264  0.015
H  -4.1509  1.6623  -1.5856  -0.012
O  -4.3342  1.1218  -2.3519  -0.049
H  3.2001  -0.2151  -0.5946  0.042
H  2.6926  1.1399  0.1345  0.006
O  2.9651  0.2222  0.2178  -0.035

---

Top of the stability list: ii), leading by 1.435 eV.

---

i) Entry from OMol25: a single CH3NOSi molecule (wB97M-V/def2-TZVPD).

structure (SMILES)	N#CO[SiH3]
gap between HOMO and LUMO	0.4207	hartree

Last column: Löwdin charge in e.
Geometry (Å):
C  -2.8654  0.0849  0.0003  -0.454
N  -3.9250  -0.3454  -0.0001  0.146
O  -1.7202  0.5921  -0.0001  -0.198
Si  -0.1482  0.0841  0.0000  0.667
H  0.0732  -0.7062  1.2062  -0.055
H  0.0734  -0.7060  -1.2064  -0.055
H  0.4900  1.3896  0.0002  -0.051

---

ii) Entry from OMol25: 2 unconnected molecules or ions with the total composition CH3NOSi (wB97M-V/def2-TZVPD).

gap between HOMO and LUMO	0.3301	hartree

Last column: Löwdin charge in e.
Geometry (Å):
C  -1.4416  -0.2846  -0.1948  -0.354
N  -2.5827  -0.2056  -0.4290  0.057
O  1.1265  1.1238  -0.1433  -0.293
Si  0.3688  -0.1568  0.4753  0.495
H  0.6791  1.7406  -0.7914  0.100
H  1.0816  -1.9643  -0.9112  0.006
H  0.7683  -0.2532  1.9945  -0.011

---

Top of the stability list: i), leading by 1.768 eV.

---

i) Entry from OMol25: a molecular structure, C12H19BiNO12P2 (wB97M-V/def2-TZVPD).

net charge	-1
gap between HOMO and LUMO	0.2934	hartree

Last column: Löwdin charge in e.
Geometry (Å):
Bi  -0.7583  -0.2730  -0.1580  1.924
C  -3.8657  0.6186  0.5848  -0.129
C  -3.8232  0.7517  -0.7965  -0.135
C  -3.0144  1.7229  -1.3862  -0.124
C  -2.2540  2.5690  -0.5917  -0.143
C  -2.2948  2.4370  0.7924  -0.142
C  -3.0959  1.4647  1.3780  -0.123
H  -4.4904  -0.1367  1.0452  0.111
H  -4.4479  0.1259  -1.4215  0.102
H  -2.9933  1.8295  -2.4628  0.108
H  -1.6293  3.3286  -1.0392  0.108
H  -1.6981  3.0941  1.4103  0.105
H  -3.1290  1.3731  2.4559  0.109
O  1.3392  -3.8343  -1.6277  0.127
C  0.3830  -3.0468  -1.1112  -0.511
O  0.5499  -2.4467  -0.0861  0.004
C  -0.9155  -3.1808  -1.8755  -0.123
O  -1.9053  -2.2325  -1.5409  -0.228
C  -2.9671  -2.7326  -0.7016  -0.119
C  -2.8415  -2.5980  0.8416  -0.718
O  -3.8163  -3.0944  1.4195  -0.026
O  -1.8183  -2.0515  1.3288  -0.150
H  2.1357  -3.6279  -1.1083  0.137
H  -1.2733  -4.1972  -1.6800  0.140
H  -0.6986  -3.0834  -2.9381  0.140
H  -3.1222  -3.7968  -0.8950  0.118
H  -3.8707  -2.2130  -1.0181  0.109
N  2.9681  2.4461  1.6778  0.150
C  3.1297  1.3473  0.6342  -0.503
C  4.5914  1.2347  0.2412  -0.089
P  2.0434  2.0732  -0.6882  0.244
O  2.3512  0.9960  -1.8006  -0.165
O  2.6039  3.4377  -0.9212  -0.332
O  0.6565  2.0032  -0.1160  -0.420
P  2.5226  -0.2239  1.3886  0.333
O  3.0833  0.1355  2.9180  -0.192
O  3.2665  -1.3750  0.8441  -0.296
O  1.0233  -0.1741  1.5124  -0.445
H  3.3255  3.3142  1.2673  0.140
H  3.3871  2.1742  2.5673  0.133
H  1.9550  2.5617  1.8063  0.141
H  4.9510  2.1850  -0.1620  0.079
H  4.6681  0.4762  -0.5333  0.082
H  5.2152  0.9220  1.0823  0.079
H  1.5274  0.6533  -2.2298  0.020
H  2.8172  -0.5636  3.5248  0.069
O  0.2289  -0.3929  -1.8314  -0.702

---

ii) Entry from OMol25: a molecular structure, C12H19BiNO12P2 (wB97M-V/def2-TZVPD).

net charge	-1
gap between HOMO and LUMO (spin up / spin down)	0.2483 / 0.2677	hartree

Last column: Löwdin charge in e.
Geometry (Å):
Bi  -0.1403  0.2254  -0.4670  1.966
C  2.8076  -0.0600  -3.3500  -0.103
C  1.9785  -1.1478  -3.5906  -0.099
C  0.6464  -0.9448  -3.9272  -0.094
C  0.1481  0.3474  -4.0198  -0.137
C  0.9704  1.4370  -3.7701  -0.094
C  2.3019  1.2304  -3.4314  -0.094
H  3.8515  -0.2178  -3.1105  0.098
H  2.3692  -2.1550  -3.5191  0.100
H  -0.0020  -1.7916  -4.1110  0.107
H  -0.9002  0.5172  -4.2816  0.070
H  0.5738  2.4434  -3.8342  0.113
H  2.9455  2.0783  -3.2343  0.101
O  -3.9013  -0.6808  1.5965  0.148
C  -2.9197  -0.5346  0.7230  -0.480
O  -2.0684  0.3310  0.8348  -0.055
C  -3.0593  -1.1591  -0.6596  -0.283
O  -1.8104  -1.2140  -1.2800  -0.403
C  -2.2317  1.1132  -2.5142  0.042
C  -1.7111  2.3767  -1.8988  -0.759
O  -2.0343  3.4428  -2.4438  -0.004
O  -0.9555  2.3412  -0.8535  -0.215
H  -3.7404  -0.2622  2.4538  0.136
H  -4.0105  -0.8072  -1.0828  0.121
H  -3.1895  -2.2509  -0.5149  0.123
H  -3.3091  1.2199  -2.6588  0.071
H  -1.7993  0.9833  -3.5131  0.008
N  1.2139  -0.7148  4.4329  0.172
C  0.6777  -0.5729  3.0172  -0.445
C  -0.5652  -1.4472  2.9585  -0.108
P  1.9975  -1.1291  1.6945  0.336
O  3.3005  -0.5951  2.5928  -0.204
O  2.0874  -2.6087  1.7123  -0.328
O  2.0048  -0.2532  0.4644  -0.473
P  0.3269  1.3134  2.6064  0.373
O  1.6073  1.8554  3.5109  -0.188
O  -0.8931  1.7304  3.3353  -0.318
O  0.6547  1.6664  1.1765  -0.413
H  1.4969  -1.6815  4.5803  0.156
H  0.5436  -0.3198  5.0894  0.154
H  2.0553  -0.1221  4.4247  0.120
H  -0.3271  -2.4953  3.1487  0.091
H  -1.1000  -1.3924  1.7543  -0.008
H  -1.3359  -1.1161  3.6735  0.085
H  4.0507  -0.5872  1.9879  0.059
H  1.7413  2.7771  3.2574  0.069
O  -0.3469  -1.1686  1.0404  -0.514

---

Top of the stability list: i), leading by 7.797 eV.

---

i) Entry from OMol25: 5 unconnected molecules or ions with the total composition C10H30O5 (wB97M-V/def2-TZVPD).

net charge	-1
<S²>	0.750
gap between HOMO and LUMO (spin up / spin down)	0.0760 / 0.3635	hartree
spin multiplicity	2

Last column: Löwdin charge in e.
Geometry (Å):
C  -2.1300  -1.3588  -1.9573  -0.089
C  -3.0542  -0.9284  -0.8476  -0.330
O  -2.1432  -0.6181  0.1812  -0.149
H  -2.6898  -1.6325  -2.8517  0.069
H  -1.5516  -2.2120  -1.6031  0.047
H  -1.4167  -0.5427  -2.0728  0.076
H  -3.7427  -1.6925  -0.4866  0.105
H  -3.7366  -0.1023  -1.0474  0.101
H  -2.2353  0.3246  0.3372  0.022
C  0.3300  -4.4382  -1.9322  -0.102
C  0.5295  -5.4137  -0.7773  -0.337
O  -0.4877  -5.1776  0.1500  -0.080
H  0.7662  -4.7806  -2.8706  0.060
H  0.8138  -3.4723  -1.7868  0.064
H  -0.7383  -4.3909  -2.1435  0.073
H  1.4901  -5.1715  -0.3227  0.104
H  0.5319  -6.4314  -1.1677  0.105
H  -0.2699  -4.2922  0.4503  0.043
C  -2.0413  3.6783  -0.2959  -0.195
C  -1.7179  2.9707  0.9703  -0.455
O  -2.5316  1.8617  0.9849  -0.286
H  -1.9360  2.9840  -1.1296  0.063
H  -1.3740  4.5159  -0.4990  0.054
H  -3.0608  4.0608  -0.2465  0.049
H  -1.8600  3.6211  1.8334  0.071
H  -0.6799  2.6483  1.0522  0.086
H  -3.2271  1.9768  1.6365  0.012
C  0.8100  -0.2886  1.7620  -0.066
C  1.2087  -1.5359  0.8461  -0.310
O  0.0609  -2.2616  0.6677  -0.119
H  0.4640  -0.5991  2.7479  0.072
H  0.0681  0.3006  1.2230  0.045
H  1.7168  0.3160  1.7781  0.050
H  1.9735  -2.1801  1.2799  0.107
H  1.4522  -1.1604  -0.1478  0.099
H  -0.6772  -1.6529  0.5893  0.039
C  3.9672  3.3294  -0.0110  -0.104
C  2.8289  3.5649  1.0030  -0.359
O  2.8705  4.8627  1.4637  -0.098
H  4.0903  2.2659  -0.2156  0.060
H  4.9412  3.6427  0.3649  0.061
H  3.8164  3.8274  -0.9688  0.068
H  2.9469  2.9503  1.8955  0.100
H  1.8458  3.5070  0.5359  0.105
H  3.7791  5.1252  1.6282  0.072

---

ii) Entry from OMol25: 5 unconnected molecules or ions with the total composition C10H30O5 (wB97M-V/def2-TZVPD).

net charge	-1
<S²>	0.750
gap between HOMO and LUMO (spin up / spin down)	0.0667 / 0.3594	hartree
spin multiplicity	2

Last column: Löwdin charge in e.
Geometry (Å):
C  -14.2676  -22.9602  -24.7273  -0.113
C  -13.8741  -24.4196  -24.9367  -0.376
O  -14.4869  -25.0094  -26.0762  -0.087
H  -14.2325  -22.3265  -25.6134  0.067
H  -13.8399  -22.5358  -23.8190  0.062
H  -15.3306  -23.0397  -24.4995  0.065
H  -14.0975  -24.9597  -24.0167  0.094
H  -12.7970  -24.4763  -25.0936  0.089
H  -13.6802  -25.3016  -26.5068  0.065
C  -14.7279  -28.2503  -17.6063  -0.088
C  -16.1255  -28.5312  -17.0418  -0.360
O  -16.9411  -28.7403  -18.1732  -0.086
H  -14.4783  -29.1688  -18.1376  0.077
H  -14.0634  -28.0985  -16.7557  0.063
H  -14.7759  -27.3393  -18.2028  0.041
H  -16.5834  -27.7168  -16.4804  0.091
H  -16.0794  -29.3419  -16.3148  0.100
H  -17.7307  -29.1442  -17.8058  0.074
C  -8.6618  -23.6666  -19.0624  -0.234
C  -9.5820  -24.6732  -19.6169  -0.509
O  -10.8439  -24.5016  -18.9862  -0.118
H  -7.6659  -23.7581  -19.4958  0.052
H  -8.4758  -23.7167  -17.9895  0.057
H  -8.9743  -22.6832  -19.4136  0.065
H  -9.1429  -25.6676  -19.5374  0.074
H  -9.5299  -24.5775  -20.7014  0.077
H  -10.7263  -24.5290  -18.0338  0.041
C  -14.2875  -25.8875  -20.4788  -0.142
C  -13.9210  -24.5348  -20.9124  -0.353
O  -13.5650  -23.8982  -19.6982  -0.122
H  -14.9724  -25.9044  -19.6310  0.044
H  -13.3956  -26.4072  -20.1288  0.071
H  -14.8092  -26.4866  -21.2251  0.072
H  -14.6722  -24.0454  -21.5323  0.100
H  -13.0287  -24.6072  -21.5342  0.094
H  -12.6087  -23.8534  -19.6271  0.036
C  -16.7322  -24.4594  -17.5575  -0.081
C  -15.4346  -24.0369  -16.7517  -0.289
O  -15.3287  -22.6151  -16.9766  -0.124
H  -16.8119  -25.5453  -17.5074  0.045
H  -16.5244  -24.2318  -18.6030  0.052
H  -17.5760  -23.7890  -17.3942  0.066
H  -14.5576  -24.6152  -17.0422  0.090
H  -15.5909  -24.1496  -15.6788  0.095
H  -14.9487  -22.4176  -17.8359  0.062

---

Top of the stability list: i), leading by 0.756 eV.

---

i) Entry from OMol25: a single CHNOS molecule (wB97M-V/def2-TZVPD).

structure (SMILES)	O=C1NS1
gap between HOMO and LUMO	0.3471	hartree

Last column: Löwdin charge in e.
Geometry (Å):
C  -0.4563  -0.2309  -0.1165  -0.660
N  0.7517  0.2135  -0.3769  -0.148
O  -1.2435  -1.5518  0.0982  -0.192
S  -0.4548  1.4111  0.1038  0.968
H  1.4029  0.1581  0.2914  0.032

---

ii) Entry from OMol25: a single CHNOS molecule (wB97M-V/def2-TZVPD).

gap between HOMO and LUMO	0.2893	hartree

Last column: Löwdin charge in e.
Geometry (Å):
C  -0.2289  -0.2543  -0.8079  -0.678
N  0.1204  -0.0100  0.4145  -0.076
O  0.5228  -0.2275  1.9800  -0.223
S  -0.6317  -0.4812  -2.2722  0.847
H  0.2174  0.9730  0.6856  0.130

---

Top of the stability list: i), leading by 0.825 eV.